(1)
The following is a DFT calculation (the ωB97M-V functional and the def2-TZVPD basis) of C28H22CsN4OS4 as an isolated structure.

XYZ file:
```
60
Properties=species:S:1:pos:R:3:mulliken_charge:R:1
Cs 0.189 -0.867 -0.852 1.22
S -3.727 -3.991 6.394 0.10
N -2.709 -2.761 6.171 -0.68
C -2.346 -2.792 4.897 0.84
C -1.461 -1.858 4.245 0.87
C -0.916 -0.750 4.898 -0.78
C -0.109 0.100 4.182 -0.73
C 0.155 -0.193 2.845 -0.41
N -0.335 -1.251 2.220 -0.07
C -1.154 -2.061 2.891 -0.41
C -1.766 -3.166 2.140 -0.39
N -1.471 -3.263 0.837 -0.31
C -2.063 -4.211 0.133 -0.35
C -2.962 -5.129 0.670 -0.63
C -3.261 -5.052 2.010 -0.60
C -2.660 -4.049 2.769 0.73
C -2.935 -3.864 4.174 0.79
N -3.718 -4.632 4.915 -0.69
H -1.154 -0.577 5.939 0.50
H 0.315 0.990 4.626 0.49
H 0.774 0.473 2.250 0.31
H -1.817 -4.245 -0.923 0.42
H -3.411 -5.878 0.033 0.39
H -3.954 -5.733 2.485 0.49
C -0.622 3.500 -4.369 -1.32
C -0.493 2.600 -3.157 0.15
S 0.472 1.139 -3.439 -0.58
C -1.118 2.965 -2.015 0.26
C -1.910 4.256 -2.014 -1.43
S -1.146 2.102 -0.464 -0.56
H -0.058 3.089 -5.203 0.36
H -0.249 4.515 -4.173 0.23
H -1.668 3.612 -4.686 0.26
H -2.741 4.226 -2.732 0.28
H -1.296 5.124 -2.294 0.24
H -2.327 4.442 -1.027 0.34
O 3.079 -1.146 -0.564 -0.72
S 3.563 -0.384 0.622 0.42
C 5.295 -0.041 0.298 0.31
C 5.727 -0.049 -1.021 -0.40
C 7.059 0.220 -1.292 -0.61
C 7.942 0.490 -0.252 -0.40
C 7.499 0.486 1.061 -0.54
C 6.165 0.214 1.342 -0.23
C 2.963 1.283 0.480 0.55
C 3.004 2.074 1.625 -0.67
C 2.572 3.385 1.528 -0.56
C 2.074 3.861 0.322 -0.57
C 1.990 3.034 -0.787 -0.79
C 2.460 1.722 -0.723 -0.35
H 5.017 -0.267 -1.809 0.42
H 7.408 0.223 -2.317 0.37
H 8.982 0.699 -0.470 0.36
H 8.190 0.689 1.869 0.37
H 5.810 0.199 2.366 0.34
H 3.379 1.678 2.563 0.36
H 2.595 4.026 2.400 0.36
H 1.687 4.870 0.259 0.38
H 1.534 3.359 -1.713 0.45
H 2.362 1.104 -1.613 0.83
```

Charge: -1
Calculated total energy, eV: -81291.2947
F_max, hartree/bohr: 0.011

***

(2)
The following is a DFT calculation (the ωB97M-V functional and the def2-TZVPD basis) of one molecule with the formula C4H6O2.

XYZ file:
```
12
Properties=species:S:1:pos:R:3:mulliken_charge:R:1
C -0.982 -1.464 0.172 -1.03
C -0.089 -0.304 0.278 0.41
C 1.234 -0.204 0.224 -0.17
O 1.606 1.111 0.036 -0.40
C 0.313 1.690 -0.346 -0.09
O -0.652 0.971 0.355 -0.40
H -0.362 -2.352 0.047 0.30
H -1.653 -1.537 1.030 0.28
H -1.586 -1.396 -0.737 0.25
H 1.958 -0.992 0.389 0.37
H 0.317 2.750 -0.101 0.22
H 0.079 1.517 -1.418 0.25
```

Calculated total energy, eV: -8338.6043
F_max, hartree/bohr: 0.018